# 1
The following is a quantum chemistry calculation of a molecular structure, C11H16ClO5PPd in a non-equilibrium geometry, from the OMol25 dataset.

Output
expectation value of S²: 6.0155
2S+1: 5
net charge: +2
HOMO-LUMO gap (alpha / beta): 8.24 / 6.86 eV
relative energy (zero: lowest compared OMol25 entry of this formula, charge and spin): 0.731 eV
highest occupied orbital energy (alpha / beta): -15.02 / -17.59 eV

Cartesian coordinates (Å):
Cl: 0.63878 4.21348 -1.67809
C: -2.23372 -0.17802 -2.37953
C: -1.38801 -1.27297 -2.07859
C: -0.04842 -0.93932 -2.50652
H: -1.66880 -2.22826 -1.66736
C: -0.10709 0.39469 -3.06492
C: -1.44438 0.86632 -2.91614
H: -1.77192 1.86931 -3.22964
H: -3.31317 -0.17988 -2.27973
H: 0.86136 -1.51277 -2.41310
C: 0.99342 1.06241 -3.80092
Pd: -0.16092 0.14778 -0.71792
C: 1.84650 0.99876 -0.37927
O: 2.89103 1.28671 -0.00751
C: -1.27311 1.83659 0.07240
O: -1.95799 2.56434 0.66614
H: 1.96303 0.68576 -3.49606
H: 0.98209 2.14047 -3.63492
H: 0.87658 0.86231 -4.87209
C: 1.37077 -2.69118 1.53393
O: 0.17798 -1.99181 1.15362
P: 0.01586 -0.41868 1.31759
O: -1.34473 -0.12022 2.11017
C: -1.67934 -0.96547 3.28013
O: 1.24243 -0.00088 2.28663
C: 1.22134 1.21967 3.12738
H: 2.27455 -2.10438 1.40561
H: 1.43645 -3.56141 0.87697
H: 1.28927 -3.01450 2.56989
H: -2.23513 -0.30191 3.94728
H: -2.33826 -1.79009 2.95026
H: -0.80167 -1.37648 3.82564
H: 1.37952 2.10722 2.49321
H: 0.25951 1.31402 3.68241
H: 2.04620 1.07837 3.82306

Mulliken population analysis, charges in e, atoms 1 to 5:
1. Cl 0.00
2. C -0.24
3. C -0.37
4. C -1.02
5. H 0.58

# 2
The following is a quantum chemistry calculation of 11 unconnected molecules or ions with the total composition C66H127F18N6O12 in a non-equilibrium geometry, from the OMol25 dataset.

Output
net charge: -1
HOMO-LUMO gap: 6.82 eV
highest occupied orbital energy: -5.59 eV

Cartesian coordinates (Å):
C: 24.59581 20.36170 18.91007
C: 23.79345 21.32890 18.07391
N: 22.38763 21.17890 18.35453
C: 21.45591 20.89657 17.39397
C: 20.27283 20.81548 18.03560
N: 20.50700 21.07152 19.34487
C: 21.83148 21.22958 19.51224
C: 19.53820 21.08547 20.47853
H: 24.31291 20.36203 20.02495
H: 25.71632 20.54333 18.86053
H: 24.41478 19.30537 18.69390
H: 23.86740 21.13046 17.01770
H: 24.14919 22.37803 18.28814
H: 21.87841 20.63560 16.37919
H: 19.38336 20.45648 17.49059
H: 22.22103 21.52872 20.44684
H: 19.06014 22.09567 20.53250
H: 20.06462 20.86828 21.36075
H: 18.74014 20.34985 20.27436
C: 11.29757 14.83295 23.83860
C: 12.20636 15.96879 23.22075
C: 13.23885 15.49300 22.16715
N: 13.93936 16.57149 21.44352
C: 14.98459 15.93794 20.49766
C: 15.57172 17.06583 19.55127
C: 14.56887 17.90541 18.76817
C: 13.49855 18.46260 19.68568
C: 12.93093 17.33582 20.60927
C: 14.64477 17.59850 22.36308
H: 10.85104 14.28438 23.04958
H: 10.54631 15.24157 24.50130
H: 11.94503 14.19692 24.41588
H: 12.68416 16.59755 23.99055
H: 11.52612 16.67217 22.69786
H: 12.72272 14.82074 21.50291
H: 14.07698 14.91240 22.62354
H: 14.45579 15.16793 19.89624
H: 15.81821 15.66409 21.13262
H: 16.29613 16.53152 18.95780
H: 16.14307 17.75091 20.16803
H: 14.14399 17.23555 18.01154
H: 15.03027 18.74238 18.26079
H: 12.68473 18.88230 19.04798
H: 13.88796 19.24569 20.35408
H: 12.46870 16.63879 19.92927
H: 12.16602 17.77675 21.24170
H: 15.41154 18.19476 21.83146
H: 15.11481 17.12053 23.21140
H: 13.85334 18.15253 22.84391
C: 17.46064 14.04711 25.13262
C: 17.41157 13.31078 23.81634
C: 18.73830 13.36797 23.07087
N: 18.72721 12.48831 21.84566
C: 20.02867 12.78035 21.01788
C: 21.30844 12.29888 21.72117
C: 21.16402 10.82644 22.19543
C: 19.84135 10.63060 23.00571
C: 18.67471 11.05583 22.10454
C: 17.68997 12.85595 20.93134
H: 18.21937 14.87315 25.13953
H: 17.73426 13.35422 26.00161
H: 16.54214 14.59260 25.39423
H: 16.64690 13.73944 23.21397
H: 17.13181 12.32136 23.97758
H: 19.59509 13.14997 23.68286
H: 18.84292 14.37096 22.69857
H: 20.09179 13.85266 20.93060
H: 19.86631 12.28330 20.08561
H: 21.46350 12.95683 22.54618
H: 22.14461 12.34699 21.00841
H: 21.98233 10.46590 22.80715
H: 21.09645 10.22935 21.26282
H: 19.97455 11.17990 23.91373
H: 19.67460 9.54894 23.16588
H: 17.79572 10.79310 22.64977
H: 18.73227 10.60072 21.14335
H: 17.88994 12.26548 20.00528
H: 17.73766 13.91695 20.69837
H: 16.74234 12.56538 21.31708
C: 20.63866 14.36658 14.80520
C: 22.04887 14.87941 15.13940
C: 22.33222 14.73621 16.63686
N: 23.46586 15.56959 17.21196
C: 23.49780 15.31075 18.72245
C: 24.60353 16.10691 19.38304
C: 25.93085 15.71324 18.72566
C: 25.91913 15.98263 17.22435
C: 24.76017 15.21832 16.48690
C: 23.04660 16.99499 16.98478
H: 20.22231 13.61969 15.51078
H: 20.66208 13.99905 13.78160
H: 19.93455 15.12801 14.91643
H: 22.10002 15.96638 14.81940
H: 22.73908 14.32204 14.49111
H: 22.62124 13.70096 16.97168
H: 21.52225 14.99120 17.31129
H: 23.69211 14.27253 18.86958
H: 22.50404 15.55974 19.10676
H: 24.58871 15.79847 20.43269
H: 24.34010 17.16394 19.32142
H: 26.03852 14.62312 18.85176
H: 26.78267 16.26682 19.16140
H: 26.84292 15.70982 16.74006
H: 25.78404 17.06270 16.94760
H: 24.88092 14.08752 16.58478
H: 24.69498 15.59091 15.48914
H: 23.82201 17.64842 17.29149
H: 22.16500 17.21992 17.46804
H: 22.82629 17.09736 15.93136
C: 19.45291 17.50430 11.32783
C: 18.12862 16.81607 11.59957
C: 17.41648 17.78412 12.62979
N: 16.01666 17.22157 13.01003
C: 16.06339 15.71530 13.30320
C: 16.91956 15.47738 14.54805
C: 16.39878 16.15770 15.80592
C: 16.26692 17.58905 15.53216
C: 15.57034 17.95283 14.25743
C: 15.05074 17.39629 11.88821
H: 20.06652 17.40672 12.24579
H: 19.24329 18.54493 11.07516
H: 20.05239 16.98872 10.57733
H: 18.31691 15.79501 12.06960
H: 17.50530 16.64594 10.74173
H: 17.30578 18.74447 12.15423
H: 18.04971 17.92182 13.51050
H: 16.54492 15.27699 12.45480
H: 15.08317 15.37559 13.46938
H: 17.90799 15.78605 14.30004
H: 17.01932 14.40442 14.71579
H: 17.12999 16.02809 16.60944
H: 15.41883 15.67880 15.99305
H: 17.25592 18.01466 15.45267
H: 15.75578 18.14067 16.34033
H: 15.59371 19.04753 14.10388
H: 14.54754 17.66087 14.29228
H: 15.07359 18.52070 11.69942
H: 14.07261 17.04980 12.16588
H: 15.36387 16.80805 11.03685
C: 19.21369 16.08328 19.48948
O: 18.17567 15.27740 18.78009
O: 20.42778 15.65484 19.44828
C: 19.08912 17.41659 18.64465
F: 17.88749 18.02353 18.65802
F: 19.92958 18.41739 19.06980
F: 19.29797 17.12255 17.38186
C: 18.70186 14.22088 17.92073
C: 17.64423 13.34201 17.46633
H: 17.11623 13.71107 16.57696
H: 18.11088 12.45174 17.09361
H: 16.94317 13.07892 18.23891
H: 19.42037 13.69934 18.57027
H: 19.28371 14.63561 17.12503
H: 18.79041 16.25887 20.47614
C: 14.68086 14.27774 10.26408
O: 16.21779 14.61402 10.35583
O: 14.07256 14.92294 9.36920
C: 14.65742 12.75767 10.00566
F: 15.35799 12.01252 10.89293
F: 13.44184 12.12094 9.99202
F: 15.13038 12.59780 8.75250
C: 16.94308 14.67572 9.16361
C: 16.61258 15.85742 8.23228
H: 15.59455 15.93901 7.92795
H: 16.88399 16.89290 8.40577
H: 17.11475 15.57503 7.29245
H: 16.78260 13.79860 8.54818
H: 18.01946 14.72894 9.35220
H: 14.38242 14.62519 11.30704
C: 18.51278 16.97731 23.00667
O: 19.68360 16.25323 23.57556
O: 17.42280 16.27028 22.70639
C: 18.20072 17.86393 24.11791
F: 17.37462 18.93679 23.71790
F: 17.51497 17.37112 25.14104
F: 19.29383 18.61275 24.70490
C: 20.91780 16.84051 23.10262
C: 22.02425 15.79384 23.05446
H: 22.82587 16.34344 22.50849
H: 22.53347 15.54478 23.96579
H: 21.74982 14.93706 22.52299
H: 21.14748 17.70720 23.73344
H: 20.78145 17.17479 22.05015
H: 18.98012 17.54390 22.22928
C: 22.96821 20.14690 13.96082
O: 24.20086 20.75151 13.42478
O: 23.07418 19.87165 15.23540
C: 21.90170 21.24784 13.70967
F: 21.93890 22.36767 14.45672
F: 21.73861 21.62994 12.37090
F: 20.70346 20.66451 14.02467
C: 24.95549 19.78822 12.83775
C: 26.39274 20.32728 12.55549
H: 27.01188 19.57644 12.03700
H: 26.40488 21.19192 11.88592
H: 26.83248 20.63181 13.48145
H: 24.54305 19.49651 11.87446
H: 25.16433 18.98705 13.46478
H: 22.64262 19.35525 13.21265
C: 10.73823 14.13513 19.02618
O: 9.82550 13.04105 19.29744
O: 11.48905 14.47963 20.07092
C: 11.60177 13.86150 17.77319
F: 12.13217 15.00910 17.39566
F: 12.64232 13.02127 17.86921
F: 10.83953 13.45014 16.70606
C: 10.40592 11.86434 19.81573
C: 10.29492 11.57795 21.38514
H: 9.26187 11.58990 21.61695
H: 10.67558 10.58406 21.61830
H: 10.81290 12.33306 21.94694
H: 11.43995 11.90340 19.52028
H: 9.96078 10.99034 19.30162
H: 9.89668 14.88892 18.63612
C: 24.48827 11.63914 19.08396
O: 25.37277 12.33848 18.11104
O: 24.02339 12.44319 20.01568
C: 23.35542 11.06986 18.18261
F: 23.79755 10.57058 16.99947
F: 22.89372 10.02370 18.86256
F: 22.26978 11.83249 18.04940
C: 26.58102 11.65745 17.89980
C: 27.11686 12.16223 16.58198
H: 27.93027 11.41116 16.39963
H: 26.25797 12.18752 15.86499
H: 27.52622 13.17853 16.75954
H: 26.39922 10.61660 17.66483
H: 27.31851 11.73339 18.74426
H: 25.12062 10.77736 19.48870

Mulliken population analysis, charges in e, atoms 1 to 5:
1. C -0.74
2. C 0.02
3. N 0.35
4. C 0.33
5. C -0.55

The calculation returns the following E values, one per record and in order: -1733.61694 -5619.72931 Ha.